# 1
Computed, not measured: a 2-piece molecular cluster, C4H8N2O overall at a distorted geometry, with wB97M-V/def2-TZVPD.

Structure (XYZ):
```
15
Properties=species:S:1:pos:R:3
C -1.85662 -0.46515 0.38363
C 0.71382 -0.06446 0.06897
C 0.18626 -1.30862 0.27762
N 1.97256 0.24274 -0.46947
C -0.22955 2.08287 -0.25769
O 0.91001 -2.35001 -0.22454
N -0.23800 0.88858 0.20963
H 0.53213 -3.16972 0.11088
H 2.58352 -0.56346 -0.45247
H 2.40671 1.05813 -0.05286
H -2.41432 0.38905 0.01498
H -2.17120 -1.35071 -0.15143
H -1.90904 -0.58387 1.45511
H -1.08158 2.72261 -0.06108
H 0.59530 2.47202 -0.85128
```

Frontier orbital gap   7.89 eV
Charge   0

natural (NBO) atomic charge list, values in e, 6 entries:
1 C -0.444
2 C 0.121
3 C 0.195
4 N -0.830
5 C -0.163
6 O -0.702



# 2
Computed, not measured: one molecule with the formula C4H8N2O, with wB97M-V/def2-TZVPD.

Structure (XYZ):
```
15
Properties=species:S:1:pos:R:3
N 1.35060 0.12315 -1.28435
C 1.73961 -0.11913 -0.00516
O 2.88582 0.00599 0.38591
C 0.65115 -0.62692 0.93255
N -0.75335 -0.42424 0.65935
C -1.51546 0.77593 0.65581
C -1.58797 -0.20225 -0.47982
H 2.05206 0.39287 -1.95307
H 0.41556 -0.06967 -1.59673
H 0.82554 -1.70507 1.06196
H 0.84500 -0.17992 1.91170
H -2.24082 0.91351 1.45388
H -1.06540 1.70350 0.27433
H -2.34309 -0.96347 -0.66476
H -1.25926 0.37571 -1.35158
```

Frontier orbital gap   9.94 eV
SMILES   NC(=O)CN1CC1
Charge   0

natural (NBO) atomic charge list, values in e, 6 entries:
1 N -0.832
2 C 0.655
3 O -0.612
4 C -0.315
5 N -0.420
6 C -0.227



# 3
Computed, not measured: one molecule with the formula C4H8N2O, with wB97M-V/def2-TZVPD.

Structure (XYZ):
```
15
Properties=species:S:1:pos:R:3
H -1.60436 0.32242 1.40758
N -1.50442 0.05770 0.42594
C -0.27847 -0.11467 0.10219
N 0.85932 0.06755 0.83119
C 0.85704 0.35715 2.24403
C 0.03734 -0.60621 -1.30347
C -0.77361 -0.04251 -2.43079
O 0.96445 -1.37535 -1.46223
H 1.68388 -0.34457 0.42037
H 1.87291 0.23317 2.62446
H 0.19595 -0.32128 2.80025
H 0.54546 1.39007 2.44391
H -0.42260 0.98521 -2.59238
H -0.60074 -0.62109 -3.33983
H -1.83215 0.01239 -2.17121
```

Frontier orbital gap   10.09 eV
SMILES   [H]/N=C(\NC)C(C)=O
Charge   0

natural (NBO) atomic charge list, values in e, 6 entries:
1 H 0.336
2 N -0.707
3 C 0.339
4 N -0.603
5 C -0.421
6 C 0.560



# 4
Computed, not measured: one molecule with the formula C4H8N2O2 at a distorted geometry, with wB97M-V/def2-TZVPD.

Structure (XYZ):
```
16
Properties=species:S:1:pos:R:3
H -1.85892 -0.50321 0.23177
N -2.03521 -0.23747 -0.72969
C -1.25617 0.58497 -1.26465
O -0.26801 1.51001 -0.78316
C 0.68573 0.82260 -0.04674
C 0.35260 0.80649 1.42853
C 0.79736 -0.74240 -0.74287
N 0.44621 -1.78015 0.05257
O 1.49727 -0.85995 -1.72187
H -1.52212 1.01976 -2.21735
H 1.66747 1.24892 -0.27877
H 0.31326 1.83719 1.78944
H -0.63861 0.37443 1.57949
H 1.10879 0.26118 1.99287
H -0.11893 -1.65439 0.87714
H 0.82929 -2.68798 -0.16671
```

Frontier orbital gap   10.30 eV
SMILES   [H]/N=C\O[C@@H](C)C(N)=O
Charge   0

natural (NBO) atomic charge list, values in e, 6 entries:
1 H 0.335
2 N -0.635
3 C 0.398
4 O -0.524
5 C 0.034
6 C -0.650



# 5
Computed, not measured: one molecule with the formula C4H8N2O2 at a distorted geometry, with wB97M-V/def2-TZVPD.

Structure (XYZ):
```
16
Properties=species:S:1:pos:R:3
C -1.38013 1.26488 -1.54638
C -0.83839 1.20151 -0.17206
C 0.02953 0.25396 0.61645
O -0.49636 -0.14680 1.66277
N 1.07783 -0.21610 0.05354
C 1.78546 -1.26711 0.63057
N 0.92116 -2.42616 0.89552
O 2.96995 -1.36689 0.85531
H -1.19799 0.35726 -1.98574
H -2.43786 1.27015 -1.40855
H -1.25518 2.21637 -2.14296
H -1.67538 1.42741 0.44994
H -0.15077 2.19916 0.00689
H 1.74039 0.39378 -0.33029
H -0.04246 -2.38844 0.56412
H 0.95018 -2.77298 1.85087
```

Frontier orbital gap   10.36 eV
SMILES   CCC(=O)NC(N)=O
Charge   0

natural (NBO) atomic charge list, values in e, 6 entries:
1 C -0.619
2 C -0.482
3 C 0.676
4 O -0.589
5 N -0.673
6 C 0.811



# 6
Computed, not measured: one molecule with the formula C4H8N2O2 at a distorted geometry, with wB97M-V/def2-TZVPD.

Structure (XYZ):
```
16
Properties=species:S:1:pos:R:3
O -1.55034 0.28803 2.58290
C -1.11708 0.08274 1.45156
N -1.86534 -0.80088 0.65162
O -1.99363 -0.20281 -0.64603
N 0.12383 0.56445 0.95430
C 0.75616 -0.27254 -0.01202
C 0.63445 0.26321 -1.43666
C 2.03641 0.15002 -0.78593
H -2.78711 -0.97598 1.04063
H -1.91280 0.72586 -0.74208
H 0.78038 0.80940 1.75804
H 0.85914 -1.31866 0.22527
H 0.47280 -0.68392 -2.11128
H 0.23050 1.18419 -1.61698
H 2.71205 1.00482 -0.35767
H 2.62058 -0.81793 -0.95567
```

Frontier orbital gap   10.49 eV
SMILES   O=C(NO)NC1CC1
Charge   0

natural (NBO) atomic charge list, values in e, 6 entries:
1 O -0.608
2 C 0.752
3 N -0.339
4 O -0.594
5 N -0.650
6 C -0.088



# 7
Computed, not measured: a 2-piece molecular cluster, C4H8N2O2 overall at a distorted geometry, with wB97M-V/def2-TZVPD.

Structure (XYZ):
```
16
Properties=species:S:1:pos:R:3
C 1.51757 1.33570 0.52441
C 0.42327 0.39337 0.38905
N 0.38107 -0.81546 0.86542
O -0.93812 -1.26936 0.59855
C -1.54392 -0.21828 -0.00669
C -2.89478 -0.25064 -0.51958
N -0.73259 0.74746 -0.18838
H 1.91504 1.38895 -0.55930
H 2.35844 1.04884 1.13649
H 1.06049 2.30364 0.59126
H -2.94420 0.10113 -1.50560
H -3.36354 0.35250 0.21760
H -3.20868 -1.22962 -0.28060
O 2.67001 -1.50593 -0.79893
H 2.82994 -0.49518 -0.55253
H 2.46999 -1.88712 0.08881
```

Frontier orbital gap   10.98 eV
SMILES   Cc1noc(C)n1.O
Charge   0

natural (NBO) atomic charge list, values in e, 6 entries:
1 C -0.669
2 C 0.320
3 N -0.176
4 O -0.298
5 C 0.559
6 C -0.671



# 8
Computed, not measured: one molecule with the formula C4H8N2O2 at a distorted geometry, with wB97M-V/def2-TZVPD.

Structure (XYZ):
```
16
Properties=species:S:1:pos:R:3
N -2.62684 -0.45538 0.64410
N -1.36978 -0.05983 0.13382
C -0.34704 -0.92064 -0.42908
C 0.58800 0.30157 -0.80494
C 1.88165 0.32678 -0.03968
O 1.78196 1.02428 1.17581
C -0.82906 1.12444 -0.14602
O -1.25398 2.23396 -0.00656
H -2.84013 -1.34136 0.14027
H -3.38508 0.11641 0.41006
H -0.75429 -1.54596 -1.12959
H 0.15887 -1.73023 0.11380
H 0.62092 0.51383 -1.88142
H 2.58727 0.74483 -0.77222
H 2.14108 -0.74534 0.08629
H 0.98395 1.55187 1.30582
```

Frontier orbital gap   9.65 eV
SMILES   NN1C[C@H](CO)C1=O
Charge   0

natural (NBO) atomic charge list, values in e, 6 entries:
1 N -0.631
2 N -0.276
3 C -0.221
4 C -0.300
5 C -0.071
6 O -0.721



# 9
Computed, not measured: a 2-piece molecular cluster, C4H8N2O2 overall at a distorted geometry, with wB97M-V/def2-TZVPD.

Structure (XYZ):
```
16
Properties=species:S:1:pos:R:3
C -1.04728 -2.44638 -0.30087
N -1.23861 -1.58639 0.78442
C -0.24612 -0.61998 1.01951
C -0.60521 0.69086 0.66031
N 0.40008 1.65073 0.52587
C 1.55306 1.47610 -0.26403
O -1.79171 1.05184 0.51757
O -1.90180 -3.06627 -0.86096
H -0.00113 -2.45737 -0.66138
H -2.14857 -1.11977 0.73964
H 0.94260 0.69652 -2.21090
H 0.74941 -0.92092 1.30587
H -0.03641 2.52004 0.22206
H 2.17779 0.66594 0.11386
H 2.08981 2.42218 -0.23997
H 1.10408 1.04287 -1.35100
```

Frontier orbital gap   5.02 eV
Charge   0

natural (NBO) atomic charge list, values in e, 6 entries:
1 C 0.548
2 N -0.630
3 C -0.085
4 C 0.455
5 N -0.464
6 C -0.249



# 10
Computed, not measured: one molecule with the formula C4H8N2O2 at a distorted geometry, with wB97M-V/def2-TZVPD.

Structure (XYZ):
```
16
Properties=species:S:1:pos:R:3
N -2.01477 0.04371 -1.83608
C -0.64395 0.14067 -1.50104
O 0.14017 0.69188 -2.30661
N -0.25189 -0.62451 -0.42588
O -1.19982 -0.63529 0.75686
C 0.81487 0.03481 0.15762
C 1.59048 -0.54344 1.44137
C 0.78781 0.76146 1.24596
H -2.17377 0.83464 -2.54377
H -2.57963 0.09229 -0.94246
H -1.46543 -1.73185 0.37927
H 1.39701 0.19622 -0.72693
H 1.03500 -1.52857 1.94112
H 2.80776 -0.46045 1.19594
H 0.11112 1.14246 2.01336
H 1.64505 1.58597 1.15127
```

Frontier orbital gap   9.51 eV
SMILES   NC(=O)N(O)C1CC1
Charge   0

natural (NBO) atomic charge list, values in e, 6 entries:
1 N -0.840
2 C 0.749
3 O -0.619
4 N -0.183
5 O -0.596
6 C -0.109



# 11
Computed, not measured: one molecule with the formula C4H8N2O2 at a distorted geometry, with wB97M-V/def2-TZVPD.

Structure (XYZ):
```
16
Properties=species:S:1:pos:R:3
C -0.33770 0.75365 1.11187
C -1.68410 1.22860 2.04845
C 0.92961 -0.30732 -0.64372
C -1.51299 -0.60502 -0.49843
N 0.72756 1.29624 1.64890
N -0.31570 -0.00451 0.04826
O -1.28580 1.96002 2.93260
O -2.74711 0.77991 1.69685
H 1.57859 -0.92631 -0.01972
H 1.45707 0.61264 -0.90451
H 0.70528 -0.84869 -1.55902
H -1.66858 -0.25690 -1.52086
H -2.36337 -0.31662 0.11919
H -1.41257 -1.69159 -0.50174
H 0.46682 1.86283 2.46921
H 1.67981 1.20928 1.33430
```

Frontier orbital gap   9.71 eV
Charge   0

natural (NBO) atomic charge list, values in e, 6 entries:
1 C 0.404
2 C 0.790
3 C -0.430
4 C -0.429
5 N -0.767
6 N -0.365



# 12
Computed, not measured: one molecule with the formula C4H8N2O2 at a distorted geometry, with wB97M-V/def2-TZVPD.

Structure (XYZ):
```
16
Properties=species:S:1:pos:R:3
C -0.78730 -0.36420 -2.09826
N -1.33071 -0.93968 -0.71797
C -1.30812 -0.41972 0.60042
C -0.31219 0.48169 1.06407
N 0.95464 0.50117 0.32284
C 2.22833 0.59553 1.04617
O -0.28585 0.83958 2.28957
O 0.53864 -0.70208 -2.21696
H -1.41682 -0.92652 -2.79209
H -2.20278 -1.35290 -0.89363
H -0.97869 0.83779 -2.13227
H -2.34065 -0.18802 1.11922
H 0.85138 -0.08993 -0.55734
H 2.55640 -0.35354 1.54517
H 3.03120 0.93589 0.36668
H 2.18588 1.34701 1.85489
```

Frontier orbital gap   5.47 eV
Charge   0

natural (NBO) atomic charge list, values in e, 6 entries:
1 C 0.101
2 N -0.430
3 C 0.177
4 C 0.493
5 N -0.583
6 C -0.427



# 13
Computed, not measured: C4H8N2O2 as an isolated structure at a distorted geometry, with wB97M-V/def2-TZVPD.

Structure (XYZ):
```
16
Properties=species:S:1:pos:R:3
C 1.73014 0.48962 -1.58211
C -0.28319 -0.71110 -0.63413
C -0.57942 -0.12952 0.54764
N -0.18545 1.22333 0.77973
C -1.30243 -0.92188 1.53668
O 0.36775 0.01424 -1.76059
O -0.49373 -1.82751 -1.22982
N -1.73059 -0.54165 2.67734
H 0.10607 -1.12769 -2.15903
H 0.16495 1.36431 1.72105
H -0.94754 1.87518 0.62763
H -1.51227 0.44383 2.84997
H -1.46332 -1.96545 1.26582
H 2.06798 0.82776 -2.55898
H 1.70122 1.30804 -0.86965
H 2.35984 -0.32151 -1.21154
```

Frontier orbital gap   9.03 eV
Charge   0

natural (NBO) atomic charge list, values in e, 6 entries:
1 C -0.260
2 C 0.637
3 C -0.152
4 N -0.842
5 C 0.107
6 O -0.546



# 14
Computed, not measured: one molecule with the formula C4H8N2O2 at a distorted geometry, with wB97M-V/def2-TZVPD.

Structure (XYZ):
```
16
Properties=species:S:1:pos:R:3
C 0.78856 1.91138 -0.14821
N 1.69335 1.18542 -0.57294
N 1.07110 -0.04175 -0.72086
C 0.68691 -0.97046 0.57300
C -0.64523 -1.47650 0.22430
O -1.68893 -0.47001 0.37859
C -1.35112 0.77614 -0.18149
O -0.24829 1.26221 0.70745
H 0.97653 2.94573 -0.13923
H 1.71397 -0.55634 -1.32499
H 1.54440 -1.72113 0.38092
H 0.64084 -0.52638 1.53804
H -0.74494 -2.17161 1.03347
H -0.98711 -2.19600 -0.59110
H -2.30906 1.48398 0.14895
H -1.14099 0.56532 -1.30590
```

Frontier orbital gap   9.66 eV
SMILES   C1=N\NCCOCO/1
Charge   0

natural (NBO) atomic charge list, values in e, 6 entries:
1 C 0.333
2 N -0.276
3 N -0.526
4 C -0.259
5 C -0.118
6 O -0.544



# 15
Computed, not measured: one molecule with the formula C4H8N2O2 at a distorted geometry, with wB97M-V/def2-TZVPD.

Structure (XYZ):
```
16
Properties=species:S:1:pos:R:3
C 1.29361 -0.74526 -0.00730
C -0.02760 -1.19366 0.64321
C -1.12003 -0.04323 0.50429
C -1.70914 0.01201 -0.92832
N 1.18360 0.57817 -0.36807
N 2.13802 1.48216 -0.19328
O 2.27231 -1.43851 -0.14240
O -0.48805 1.08239 0.91383
H -0.45569 -2.07650 0.25103
H 0.06616 -1.04013 1.74747
H -1.94395 -0.22976 1.20610
H -2.21806 -1.00789 -1.29784
H -0.96542 0.14457 -1.58308
H -2.54220 0.82399 -0.98078
H 2.73397 1.25284 0.64328
H 1.78248 2.39881 -0.40814
```

Frontier orbital gap (spin up / spin down)   9.12 / 7.63 eV
Charge   0
⟨S²⟩   2.01
Spin multiplicity   3

natural (NBO) atomic charge list, values in e, 6 entries:
1 C 0.611
2 C -0.520
3 C 0.047
4 C -0.620
5 N -0.253
6 N -0.501



# 16
Computed, not measured: one molecule with the formula C4H8N2O2S at a distorted geometry, with wB97M-V/def2-TZVPD.

Structure (XYZ):
```
17
Properties=species:S:1:pos:R:3
C 0.97748 -1.74206 0.79967
N 0.77204 -0.45590 0.23847
C 1.92363 0.09100 -0.30037
C -0.45390 0.10759 0.46965
O -1.37350 -0.35454 1.16238
C -0.95846 1.41081 -0.51586
S 0.03471 2.67176 -0.95212
N -2.25499 1.32279 -0.83871
O -3.13586 0.25942 -0.61421
H -0.08320 -2.18904 1.05571
H 1.50963 -2.31924 0.03704
H 1.52162 -1.61045 1.73070
H 2.36316 -0.44272 -1.10824
H 1.89463 1.09639 -0.73647
H 2.76894 0.18924 0.38582
H -2.81650 2.16310 -0.96735
H -2.68944 -0.19815 0.15389
```

Frontier orbital gap   8.52 eV
SMILES   CN(C)C(=O)C(=S)NO
Charge   0

natural (NBO) atomic charge list, values in e, 6 entries:
1 C -0.416
2 N -0.416
3 C -0.444
4 C 0.683
5 O -0.655
6 C 0.005



DFT total energy / eV: -9300.024, -9304.010, -9305.247, -11351.562, -11351.916, -11349.343, -11351.212, -11350.008, -11347.478, -11346.987, -11352.849, -11348.091, -11349.847, -11347.561, -11347.680, -22185.413
Energy above the lowest of the compared OMol25 structures with the same formula, charge and spin / kJ/mol: 614.5, 229.9, 110.5, 246.1, 212.0, 460.2, 279.9, 396.0, 640.1, 687.5, 121.9, 581.0, 411.6, 632.1, 113.1, 283.8